Computed, not measured: 11 unconnected molecules or ions with the total composition C50H118N4O11 in a non-equilibrium geometry, with ωB97M-V/def2-TZVPD.

Last columns: bonded neighbours and bond lengths (Å).
Geometry (Å):
1 C -3.633 -9.666 6.146  C2 1.599, H12 1.090, H13 1.090, H14 1.090
2 C -3.600 -9.228 4.609  C1 1.599, C3 1.551, C4 1.526, N10 1.474
3 C -3.231 -10.458 3.739  C2 1.551, H15 1.090, H16 1.090, H17 1.090
4 C -5.001 -8.759 4.231  C2 1.526, C5 1.514, H18 1.090, H19 1.090
5 C -5.539 -7.507 4.892  C4 1.514, C6 1.523, H20 1.090, H21 1.090
6 C -4.528 -6.400 4.619  C5 1.523, C7 1.600, H22 1.090, H23 1.090
7 C -2.995 -6.782 4.867  C6 1.600, C8 1.525, C9 1.547, N10 1.480
8 C -2.200 -5.716 4.120  C7 1.525, H24 1.090, H25 1.090, H26 1.090
9 C -2.778 -6.563 6.383  C7 1.547, H27 1.090, H28 1.090, H29 1.090
10 N -2.648 -8.130 4.361  C2 1.474, C7 1.480, O11 1.384
11 O -1.318 -8.466 4.538  N10 1.384, H30 0.960
12 H -2.688 -9.577 6.682  C1 1.090
13 H -4.355 -9.060 6.693  C1 1.090
14 H -4.027 -10.672 6.290  C1 1.090
15 H -2.231 -10.833 3.958  C3 1.090
16 H -3.907 -11.294 3.921  C3 1.090
17 H -3.079 -10.138 2.708  C3 1.090
18 H -5.162 -8.731 3.153  C4 1.090
19 H -5.657 -9.519 4.654  C4 1.090
20 H -6.515 -7.243 4.484  C5 1.090
21 H -5.737 -7.627 5.957  C5 1.090
22 H -4.896 -5.610 5.273  C6 1.090
23 H -4.623 -5.957 3.627  C6 1.090
24 H -2.595 -5.601 3.111  C8 1.090
25 H -1.139 -5.960 4.059  C8 1.090
26 H -2.363 -4.771 4.639  C8 1.090
27 H -2.788 -5.516 6.686  C9 1.090
28 H -1.786 -6.927 6.653  C9 1.090
29 H -3.448 -7.137 7.023  C9 1.090
30 H -1.268 -8.651 5.479  O11 0.960
31 C 7.335 4.104 -2.613  C32 1.507, H42 1.090, H43 1.090, H44 1.090
32 C 8.212 5.290 -2.306  C31 1.507, C33 1.515, C34 1.526, N40 1.544
33 C 8.096 5.646 -0.838  C32 1.515, H45 1.090, H46 1.090, H47 1.090
34 C 9.650 4.982 -2.713  C32 1.526, C35 1.544, H48 1.090, H49 1.090
35 C 9.856 4.968 -4.244  C34 1.544, C36 1.513, H50 1.090, H51 1.090
36 C 9.322 6.209 -4.926  C35 1.513, C37 1.540, H52 1.090, H53 1.090
37 C 7.878 6.624 -4.591  C36 1.540, C38 1.514, C39 1.532, N40 1.520
38 C 7.750 8.067 -5.033  C37 1.514, H54 1.090, H55 1.090, H56 1.090
39 C 6.872 5.777 -5.378  C37 1.532, H57 1.090, H58 1.090, H59 1.090
40 N 7.767 6.552 -3.077  C32 1.544, C37 1.520, O41 1.427
41 O 6.498 7.022 -2.623  N40 1.427, H60 0.960
42 H 6.273 4.336 -2.704  C31 1.090
43 H 7.585 3.395 -3.402  C31 1.090
44 H 7.332 3.427 -1.759  C31 1.090
45 H 7.089 5.875 -0.490  C33 1.090
46 H 8.459 4.765 -0.310  C33 1.090
47 H 8.634 6.579 -0.666  C33 1.090
48 H 10.315 5.722 -2.268  C34 1.090
49 H 10.027 4.041 -2.313  C34 1.090
50 H 10.903 4.997 -4.544  C35 1.090
51 H 9.497 4.102 -4.799  C35 1.090
52 H 9.460 6.062 -5.998  C36 1.090
53 H 10.046 6.966 -4.624  C36 1.090
54 H 7.820 8.254 -6.105  C38 1.090
55 H 8.507 8.695 -4.564  C38 1.090
56 H 6.743 8.429 -4.823  C38 1.090
57 H 7.190 4.737 -5.307  C39 1.090
58 H 6.793 5.968 -6.448  C39 1.090
59 H 5.923 5.829 -4.844  C39 1.090
60 H 5.915 6.311 -2.899  O41 0.960
61 C -9.042 3.871 2.687  C62 1.510, H72 1.090, H73 1.090, H74 1.090
62 C -8.596 2.739 1.792  C61 1.510, C63 1.584, C64 1.602, N70 1.511
63 C -9.064 1.383 2.465  C62 1.584, H75 1.090, H76 1.090, H77 1.090
64 C -9.333 2.936 0.384  C62 1.602, C65 1.520, H78 1.090, H79 1.090
65 C -8.736 2.062 -0.707  C64 1.520, C66 1.515, H80 1.090, H81 1.090
66 C -7.253 2.349 -0.811  C65 1.515, C67 1.560, H82 1.090, H83 1.090
67 C -6.471 1.994 0.491  C66 1.560, C68 1.571, C69 1.625, N70 1.474
68 C -6.512 0.450 0.783  C67 1.571, H84 1.090, H85 1.090, H86 1.090
69 C -4.941 2.508 0.306  C67 1.625, H87 1.090, H88 1.090, H89 1.090
70 N -7.106 2.801 1.548  C62 1.511, C67 1.474, O71 1.435
71 O -6.379 2.774 2.785  N70 1.435, H90 0.960
72 H -10.113 4.048 2.783  C61 1.090
73 H -8.650 3.805 3.702  C61 1.090
74 H -8.575 4.793 2.339  C61 1.090
75 H -8.319 1.086 3.203  C63 1.090
76 H -9.977 1.527 3.043  C63 1.090
77 H -9.265 0.570 1.768  C63 1.090
78 H -10.347 2.538 0.435  C64 1.090
79 H -9.444 3.984 0.106  C64 1.090
80 H -9.010 1.011 -0.607  C65 1.090
81 H -9.207 2.251 -1.672  C65 1.090
82 H -7.156 3.424 -0.968  C66 1.090
83 H -6.843 1.857 -1.693  C66 1.090
84 H -5.641 0.037 0.276  C68 1.090
85 H -7.464 0.051 0.434  C68 1.090
86 H -6.441 0.216 1.846  C68 1.090
87 H -4.319 2.183 1.141  C69 1.090
88 H -4.928 3.597 0.273  C69 1.090
89 H -4.552 2.047 -0.602  C69 1.090
90 H -5.956 3.636 2.812  O71 0.960
91 C 2.626 2.282 9.771  C92 1.529, H102 1.090, H103 1.090, H104 1.090
92 C 2.562 1.022 8.907  C91 1.529, C93 1.567, C94 1.528, N100 1.520
93 C 3.085 -0.223 9.704  C92 1.567, H105 1.090, H106 1.090, H107 1.090
94 C 1.146 0.712 8.422  C92 1.528, C95 1.532, H108 1.090, H109 1.090
95 C 0.723 1.563 7.221  C94 1.532, C96 1.538, H110 1.090, H111 1.090
96 C 1.683 1.372 6.034  C95 1.538, C97 1.580, H112 1.090, H113 1.090
97 C 3.164 1.749 6.433  C96 1.580, C98 1.518, C99 1.534, N100 1.506
98 C 4.023 1.316 5.258  C97 1.518, H114 1.090, H115 1.090, H116 1.090
99 C 3.292 3.274 6.550  C97 1.534, H117 1.090, H118 1.090, H119 1.090
100 N 3.513 1.052 7.721  C92 1.520, C97 1.506, O101 1.403
101 O 4.878 1.236 7.989  N100 1.403, H120 0.960
102 H 3.635 2.669 9.911  C91 1.090
103 H 1.945 3.111 9.576  C91 1.090
104 H 2.288 1.988 10.765  C91 1.090
105 H 2.525 -0.411 10.620  C93 1.090
106 H 3.066 -1.162 9.151  C93 1.090
107 H 4.107 0.006 10.004  C93 1.090
108 H 1.025 -0.353 8.230  C94 1.090
109 H 0.417 0.967 9.191  C94 1.090
110 H -0.351 1.540 7.034  C95 1.090
111 H 0.735 2.610 7.523  C95 1.090
112 H 1.340 2.189 5.399  C96 1.090
113 H 1.705 0.440 5.469  C96 1.090
114 H 5.053 1.673 5.273  C98 1.090
115 H 3.662 1.598 4.269  C98 1.090
116 H 4.166 0.240 5.159  C98 1.090
117 H 2.895 3.715 7.463  C99 1.090
118 H 2.818 3.718 5.675  C99 1.090
119 H 4.298 3.693 6.582  C99 1.090
120 H 5.310 0.471 7.602  O101 0.960
121 C 5.663 -0.918 -8.573  C122 1.539, H124 1.090, H125 1.090, H126 1.090
122 C 5.102 0.143 -9.538  C121 1.539, O123 1.389, H127 1.090, H128 1.090
123 O 4.921 -0.510 -10.750  C122 1.389, H129 0.960
124 H 5.946 -0.497 -7.609  C121 1.090
125 H 6.636 -1.267 -8.917  C121 1.090
126 H 4.911 -1.687 -8.399  C121 1.090
127 H 5.724 1.036 -9.590  C122 1.090
128 H 4.130 0.365 -9.096  C122 1.090
129 H 5.302 0.030 -11.446  O123 0.960
130 C -3.925 6.902 -5.693  C131 1.551, H133 1.090, H134 1.090, H135 1.090
131 C -3.507 5.438 -5.990  C130 1.551, O132 1.439, H136 1.090, H137 1.090
132 O -3.550 5.224 -7.413  C131 1.439, H138 0.960
133 H -3.381 7.635 -6.288  C130 1.090
134 H -3.663 7.081 -4.650  C130 1.090
135 H -4.979 7.162 -5.800  C130 1.090
136 H -4.106 4.680 -5.486  C131 1.090
137 H -2.508 5.291 -5.582  C131 1.090
138 H -2.641 5.235 -7.722  O132 0.960
139 C -2.946 -7.416 -3.109  C140 1.506, H142 1.090, H143 1.090, H144 1.090
140 C -3.059 -7.165 -1.629  C139 1.506, O141 1.415, H145 1.090, H146 1.090
141 O -1.852 -7.498 -0.968  C140 1.415, H147 0.960
142 H -2.293 -6.581 -3.365  C139 1.090
143 H -3.929 -7.302 -3.565  C139 1.090
144 H -2.568 -8.403 -3.376  C139 1.090
145 H -3.846 -7.828 -1.271  C140 1.090
146 H -3.395 -6.143 -1.451  C140 1.090
147 H -2.141 -7.653 -0.066  O141 0.960
148 C 0.839 6.117 0.296  C149 1.543, H151 1.090, H152 1.090, H153 1.090
149 C 0.525 6.954 -0.963  C148 1.543, O150 1.428, H154 1.090, H155 1.090
150 O 1.018 6.307 -2.136  C149 1.428, H156 0.960
151 H 0.423 5.116 0.181  C148 1.090
152 H 0.342 6.535 1.171  C148 1.090
153 H 1.881 5.945 0.563  C148 1.090
154 H 1.038 7.915 -0.971  C149 1.090
155 H -0.513 7.245 -1.126  C149 1.090
156 H 0.675 5.415 -2.051  O150 0.960
157 C 4.447 -8.095 -4.956  C158 1.506, H160 1.090, H161 1.090, H162 1.090
158 C 3.243 -7.473 -4.300  C157 1.506, O159 1.413, H163 1.090, H164 1.090
159 O 2.715 -8.402 -3.377  C158 1.413, H165 0.960
160 H 5.181 -8.396 -4.209  C157 1.090
161 H 5.045 -7.544 -5.682  C157 1.090
162 H 4.137 -8.991 -5.494  C157 1.090
163 H 2.385 -7.202 -4.917  C158 1.090
164 H 3.577 -6.597 -3.744  C158 1.090
165 H 1.915 -8.106 -2.938  O159 0.960
166 C 0.460 -1.298 -2.832  C167 1.541, H169 1.090, H170 1.090, H171 1.090
167 C 1.426 -0.151 -3.188  C166 1.541, O168 1.443, H172 1.090, H173 1.090
168 O 0.633 0.936 -3.708  C167 1.443, H174 0.960
169 H -0.090 -0.964 -1.952  C166 1.090
170 H 0.955 -2.190 -2.448  C166 1.090
171 H -0.257 -1.597 -3.596  C166 1.090
172 H 2.144 -0.473 -3.942  C167 1.090
173 H 2.017 0.178 -2.333  C167 1.090
174 H 0.326 0.662 -4.575  O168 0.960
175 C -3.680 -1.932 -7.307  C176 1.461, H178 1.090, H179 1.090, H180 1.090
176 C -2.349 -1.909 -7.910  C175 1.461, O177 1.373, H181 1.090, H182 1.090
177 O -1.765 -0.679 -7.734  C176 1.373, H183 0.960
178 H -4.284 -1.193 -7.833  C175 1.090
179 H -3.725 -1.703 -6.243  C175 1.090
180 H -4.135 -2.918 -7.393  C175 1.090
181 H -2.441 -2.114 -8.976  C176 1.090
182 H -1.632 -2.640 -7.538  C176 1.090
183 H -2.226 0.082 -8.096  O177 0.960

Properties
orbital gap	8.21	eV
structure (SMILES)	CC1(C)CCCC(C)(C)N1O.CC1(C)CCCC(C)(C)N1O.CC1(C)CCCC(C)(C)N1O.CC1(C)CCCC(C)(C)N1O.CCO.CCO.CCO.CCO.CCO.CCO.CCO
LUMO energy	0.127	eV
HOMO	-8.1	eV
M	951.5	g mol⁻¹
calculated total energy	-3022.1264	a.u.